(1)
Below is a 9-piece molecular cluster, C8H32F2N17O12S2 overall, with properties calculated with wB97M-V/def2-TZVPD.

Geometry as XYZ:
```
73
C8H32F2N17O12S2 (wB97M-V/def2-TZVPD)
N 0.106 0.148 0.444
S 0.793 -1.210 0.692
O 0.912 -1.588 2.108
O 1.831 -1.533 -0.284
F -0.548 -2.044 0.253
S 1.498 1.086 0.738
O 2.433 1.213 -0.375
O 1.949 1.077 2.157
F 0.770 2.576 0.568
C 0.835 4.754 -2.160
O 0.688 5.917 -1.766
N 0.118 4.204 -3.066
N 1.728 3.951 -1.646
H -0.661 4.763 -3.384
H 0.541 3.597 -3.753
H 2.312 4.189 -0.858
H 1.588 2.972 -1.853
C 4.794 4.105 0.295
O 3.719 4.617 0.440
N 5.949 4.647 0.319
N 4.952 2.814 0.024
H 6.757 4.052 0.200
H 6.046 5.652 0.280
H 5.896 2.505 0.207
H 4.247 2.160 -0.286
C -2.580 1.044 -1.383
O -3.626 1.276 -2.006
N -1.996 -0.081 -1.354
N -1.885 1.813 -0.721
H -2.443 -0.971 -1.523
H -1.125 -0.122 -0.845
H -1.023 1.476 -0.317
H -2.280 2.642 -0.300
C 1.090 -4.636 -0.266
O 1.234 -4.464 0.975
N -0.032 -4.695 -0.992
N 1.988 -4.993 -1.164
H -0.873 -4.382 -0.528
H 0.023 -4.984 -1.958
H 1.735 -5.017 -2.142
H 2.920 -5.081 -0.784
C 1.337 0.327 -3.859
O 1.454 0.540 -5.095
N 2.279 0.536 -3.017
N 0.206 0.055 -3.336
H 3.179 0.916 -3.272
H 2.004 0.589 -2.046
H -0.530 -0.278 -3.942
H 0.131 0.083 -2.329
C -0.268 -0.523 5.576
O -0.988 0.081 6.336
N -0.723 -1.349 4.614
N 0.921 -0.208 5.327
H -0.160 -1.857 3.946
H -1.677 -1.679 4.588
H 1.370 0.617 5.699
H 1.325 -0.731 4.563
C -3.134 -0.246 2.563
O -3.426 0.935 2.574
N -2.347 -0.867 1.774
N -3.602 -1.099 3.376
H -2.272 -1.873 1.819
H -1.755 -0.352 1.139
H -4.224 -0.789 4.109
H -3.355 -2.045 3.122
C -4.082 -3.353 -1.104
O -3.071 -3.913 -1.424
N -5.261 -3.640 -1.539
N -4.157 -2.246 -0.389
H -5.313 -4.131 -2.419
H -5.907 -2.896 -1.314
H -3.258 -2.055 0.031
H -5.077 -1.994 -0.059
```

The orbital gap is 8.8 eV. Its total charge is -1. The energy above the lowest of the compared OMol25 structures with the same formula, charge and spin comes out at 167.18 kcal per mole. The spin multiplicity is 1. The electronic energy is -3154.045699 Eh.

(2)
Below is a 8-piece molecular cluster, C8H32N10O8 overall, with properties calculated with wB97M-V/def2-TZVPD.

Geometry as XYZ:
```
58
C8H32N10O8 (wB97M-V/def2-TZVPD)
N -2.996 -0.089 4.777
C -2.766 0.538 3.672
N -2.299 -0.292 2.712
O -2.749 1.893 3.579
H -3.415 0.500 5.556
H -3.440 -0.948 4.782
H -2.189 0.102 1.782
H -2.359 -1.279 2.743
N 2.172 -1.375 2.058
C 1.006 -1.452 2.611
N 0.207 -0.515 2.168
O 0.632 -2.294 3.610
H 2.796 -2.144 2.046
H 2.412 -0.493 1.544
H -0.743 -0.449 2.607
H 0.313 -0.072 1.240
N 3.068 0.125 -0.948
C 2.157 0.613 -0.232
N 2.601 1.063 0.938
O 0.810 0.429 -0.595
H 2.865 0.063 -1.942
H 4.050 0.326 -0.760
H 2.048 1.557 1.722
H 3.561 1.367 1.026
N 0.579 -0.198 -3.414
C 1.495 0.115 -4.257
N 2.374 0.759 -3.551
O 1.612 -0.497 -5.530
H -0.296 -0.597 -3.774
H 0.563 0.179 -2.465
H 3.271 0.965 -4.042
H 2.164 1.596 -2.940
N 0.852 4.357 2.632
C 0.631 3.209 2.079
N 1.050 2.229 2.808
O 0.055 3.078 0.826
H 0.629 5.143 2.000
H 1.438 4.551 3.438
H 0.683 1.265 2.654
H 1.362 2.440 3.749
C -0.675 -2.484 -0.630
O -1.243 -3.679 -0.327
H -0.807 -2.279 -1.710
H 0.451 -2.421 -0.400
H -1.132 -1.754 0.012
H -0.703 -4.421 -0.506
C -2.444 0.787 -1.059
O -1.855 0.976 0.262
H -2.138 1.680 -1.674
H -3.543 0.779 -0.886
H -2.045 -0.072 -1.583
H -1.059 1.506 0.232
C -1.308 -2.536 -5.088
O -1.798 -1.529 -4.221
H -2.132 -3.208 -5.272
H -0.555 -3.102 -4.581
H -0.877 -2.095 -5.945
H -2.320 -1.940 -3.534
```

Its SMILES is NC(N)=O.NC(N)=O.NC(N)=O.NC(N)=O.NC(N)=O.CO.CO.CO. The orbital gap is 8.7 eV. The energy above the lowest of the compared OMol25 structures with the same formula, charge and spin comes out at 150.15 kcal per mole. The spin multiplicity is 1. The electronic energy is -1473.409803 Eh.

(3)
Below is a 8-piece molecular cluster, C8H32N16O8 overall, with properties calculated with wB97M-V/def2-TZVPD.

Geometry as XYZ:
```
64
C8H32N16O8 (wB97M-V/def2-TZVPD)
N 9.624 9.355 6.155
C 8.624 8.608 5.837
N 8.977 7.698 4.940
O 7.491 8.830 6.150
H 10.483 8.920 5.851
H 9.409 10.311 5.909
H 8.467 6.973 4.458
H 9.958 7.478 5.037
N 1.412 3.454 -5.500
C 1.088 4.758 -5.382
N 2.018 5.405 -4.749
O 0.031 5.145 -5.735
H 0.595 2.919 -5.756
H 2.196 2.942 -5.123
H 1.704 6.315 -4.443
H 2.973 5.100 -4.876
N 11.617 -1.348 -5.751
C 12.176 -1.522 -4.605
N 12.387 -0.285 -4.110
O 12.530 -2.547 -4.116
H 11.574 -0.400 -6.097
H 11.765 -2.154 -6.341
H 12.027 0.534 -4.580
H 12.824 -0.190 -3.205
N 12.732 6.246 -8.229
C 13.403 7.172 -8.753
N 14.215 6.708 -9.654
O 13.604 8.244 -8.118
H 12.302 6.591 -7.383
H 12.234 5.724 -8.936
H 14.213 5.706 -9.779
H 15.150 7.073 -9.763
N 5.089 14.569 -3.719
C 6.041 14.115 -4.440
N 5.909 12.847 -4.598
O 6.937 14.819 -4.706
H 4.440 13.830 -3.490
H 5.194 15.299 -3.029
H 5.034 12.565 -4.180
H 6.546 12.186 -5.021
N 12.718 9.808 -1.719
C 12.366 10.998 -2.168
N 11.475 10.852 -3.060
O 12.840 12.059 -1.863
H 12.040 9.065 -1.812
H 13.447 9.760 -1.022
H 11.067 9.993 -3.399
H 11.096 11.712 -3.430
N 7.762 5.560 -1.941
C 8.043 5.395 -3.263
N 7.772 4.183 -3.665
O 8.081 6.363 -4.037
H 7.813 4.711 -1.396
H 7.261 6.336 -1.533
H 7.589 4.055 -4.650
H 7.283 3.648 -2.962
N 3.651 12.529 1.664
C 2.982 13.625 2.050
N 3.631 14.191 2.971
O 1.902 14.053 1.631
H 4.659 12.563 1.711
H 3.388 11.630 1.287
H 2.997 14.370 3.737
H 4.574 13.853 3.106
```

Its SMILES is NC(N)=O.NC(N)=O.NC(N)=O.NC(N)=O.NC(N)=O.NC(N)=O.NC(N)=O.NC(N)=O. The orbital gap is 9.2 eV. The energy above the lowest of the compared OMol25 structures with the same formula, charge and spin comes out at 236.49 kcal per mole. The spin multiplicity is 1. The electronic energy is -1802.051626 Eh.

(4)
Below is a 8-piece molecular cluster, C8H32N16O8 overall, with properties calculated with wB97M-V/def2-TZVPD.

Geometry as XYZ:
```
64
C8H32N16O8 (wB97M-V/def2-TZVPD)
N 1.303 -3.984 1.141
C 0.523 -4.393 2.181
N 0.856 -5.554 2.829
O -0.576 -3.875 2.341
H 2.240 -4.324 1.026
H 0.917 -3.440 0.394
H 0.098 -5.941 3.360
H 1.809 -5.791 3.033
N -0.637 5.635 1.804
C -1.730 5.272 2.547
N -2.383 4.162 2.062
O -2.118 5.872 3.538
H -0.345 6.581 1.965
H -0.555 5.159 0.916
H -2.022 3.695 1.248
H -3.130 3.771 2.601
N -0.289 5.865 -1.840
C -0.764 4.604 -1.636
N -1.735 4.181 -2.464
O -0.409 3.960 -0.632
H -0.588 6.354 -2.664
H 0.456 6.223 -1.275
H -2.096 3.253 -2.311
H -1.956 4.662 -3.316
N 0.225 -0.974 0.526
C -0.342 0.243 0.566
N 0.465 1.321 0.387
O -1.572 0.396 0.703
H -0.320 -1.778 0.775
H 1.243 -0.979 0.493
H 1.457 1.199 0.482
H 0.022 2.203 0.173
N -2.791 -1.888 1.249
C -3.258 -2.489 0.118
N -3.162 -3.863 0.096
O -3.721 -1.883 -0.836
H -2.542 -0.912 1.265
H -2.148 -2.459 1.782
H -2.728 -4.447 0.789
H -3.104 -4.218 -0.844
N 3.341 -3.802 -1.182
C 3.767 -3.530 -2.478
N 4.214 -4.683 -3.059
O 3.656 -2.505 -3.127
H 3.210 -2.978 -0.612
H 2.710 -4.577 -1.084
H 4.474 -5.484 -2.514
H 4.579 -4.647 -3.995
N 4.510 0.416 -0.864
C 4.251 -0.748 -0.191
N 5.377 -1.382 0.244
O 3.129 -0.994 0.269
H 5.458 0.621 -1.117
H 3.745 0.929 -1.258
H 5.297 -2.225 0.778
H 6.228 -1.011 -0.133
N -4.658 1.941 0.480
C -4.372 2.236 -0.823
N -3.275 1.572 -1.309
O -4.995 3.031 -1.522
H -3.938 1.386 0.917
H -5.370 2.385 1.021
H -3.130 1.732 -2.285
H -2.798 0.897 -0.729
```

Its SMILES is NC(N)=O.NC(N)=O.NC(N)=O.NC(N)=O.NC(N)=O.NC(N)=O.NC(N)=O.NC(N)=O. The orbital gap is 8.8 eV. The energy above the lowest of the compared OMol25 structures with the same formula, charge and spin comes out at 34.55 kcal per mole. The spin multiplicity is 1. The electronic energy is -1802.373438 Eh.